{
  "formula": "C19H73Al2O23P",
  "method": "wB97M-V/def2-TZVPD",
  "e_tot_ha": -3323.70143,
  "e_homo_ha": -0.2970,
  "orbital_gap_ev": 3.17,
  "multiplicity": 1,
  "species": ["Al", "Al", "C", "O", "H", "H", "H", "C", "O", "H", "H", "H", "C", "O", "H", "H", "H", "P", "O", "O", "O", "O", "C", "O", "H", "H", "H", "H", "C", "O", "H", "H", "H", "H", "C", "O", "H", "H", "H", "H", "C", "O", "H", "H", "H", "H", "C", "O", "H", "H", "H", "H", "C", "O", "H", "H", "H", "H", "C", "O", "H", "H", "H", "H", "C", "O", "H", "H", "H", "H", "C", "O", "H", "H", "H", "H", "C", "O", "H", "H", "H", "H", "C", "O", "H", "H", "H", "H", "C", "O", "H", "H", "H", "H", "C", "O", "H", "H", "H", "H", "C", "O", "H", "H", "H", "H", "C", "O", "H", "H", "H", "H", "C", "O", "H", "H", "H", "H"],
  "positions_angstrom": [[-0.18917, -3.71931, -2.05877], [1.10659, 0.54215, -4.42538], [3.69463, 3.65782, -4.57951], [2.28596, 3.52131, -4.46556], [3.91449, 3.40415, -5.61653], [4.02816, 4.65943, -4.30817], [4.20223, 2.98422, -3.88908], [-0.24635, 0.19169, -0.51537], [-0.16365, -0.56108, -1.71377], [-1.30214, 0.38374, -0.32431], [0.18998, -0.22859, 0.39077], [0.21251, 1.17258, -0.63942], [-2.37935, -3.19507, 1.38256], [-1.48153, -4.07613, 0.77846], [-2.42664, -3.26633, 2.46921], [-2.15527, -2.15692, 1.13740], [-3.38759, -3.41758, 1.03321], [0.95312, -2.82087, -5.19891], [1.34865, -2.22912, -3.83979], [1.05318, -1.66831, -6.25759], [-0.49546, -3.20292, -4.86353], [1.93420, -4.02175, -5.36258], [-2.61576, 3.44948, 1.14611], [-3.24773, 4.49545, 0.38743], [-3.24661, 2.56368, 1.07203], [-1.62249, 3.25382, 0.74209], [-2.64239, 3.80970, 2.17452], [-2.72184, 5.29219, 0.48873], [2.02986, -3.06360, 1.10474], [2.35822, -3.31763, -0.24665], [0.96399, -2.85435, 1.19548], [2.44447, -3.87613, 1.70140], [2.51086, -2.16087, 1.48137], [3.31590, -3.25697, -0.21844], [-2.94939, -0.87695, -5.12444], [-1.56797, -0.87629, -4.66262], [-3.57669, -0.15295, -4.60441], [-3.04890, -0.62883, -6.18116], [-3.34006, -1.88041, -4.95551], [-1.11834, -1.70170, -4.85793], [-4.24653, 1.43084, -1.48236], [-3.65347, 1.33604, -2.74943], [-3.62834, 0.92483, -0.74081], [-4.28362, 2.45949, -1.12372], [-5.20740, 0.91927, -1.42636], [-4.18932, 1.87694, -3.33413], [3.38161, 4.39080, -0.97237], [3.93457, 3.29310, -0.21044], [3.07403, 5.15033, -0.25361], [4.18456, 4.74918, -1.61653], [2.51364, 4.02740, -1.52250], [4.71309, 3.65503, 0.21911], [0.00474, -4.41557, 4.05846], [0.09968, -5.32242, 2.99669], [0.31066, -3.44496, 3.66801], [-1.05090, -4.44090, 4.32879], [0.56838, -4.71092, 4.94343], [-0.39436, -4.93597, 2.26993], [-0.53355, -0.60161, 3.48783], [-0.24699, -0.10235, 4.76732], [-1.48979, -0.18135, 3.17626], [0.27407, -0.32538, 2.80993], [-0.60311, -1.68026, 3.62848], [-0.68538, 0.73352, 4.94265], [3.59352, -5.74864, -2.86098], [2.70251, -4.69246, -2.71530], [3.49785, -6.21708, -3.84053], [4.65329, -5.53468, -2.72232], [3.37881, -6.54448, -2.14779], [2.60730, -4.20762, -3.53838], [3.74654, -0.06357, -1.50446], [2.94067, 0.95461, -2.07095], [3.59972, -1.00628, -2.03158], [4.80929, 0.17660, -1.53569], [3.45530, -0.38020, -0.50295], [3.35456, 1.76260, -1.75878], [-4.90122, 2.50590, 4.67791], [-3.70314, 1.92783, 4.13840], [-5.46297, 2.99549, 3.88240], [-5.40922, 1.69396, 5.19829], [-4.67267, 3.32334, 5.36175], [-4.03615, 1.45895, 3.36973], [2.77959, 0.75629, 5.76788], [2.45586, -0.29184, 4.86316], [3.83133, 0.79191, 6.05193], [2.42160, 1.73072, 5.43560], [2.26905, 0.45469, 6.68248], [1.49769, -0.30656, 4.80568], [-4.47235, -0.30302, 1.75837], [-5.15162, 0.87037, 1.77176], [-3.65990, -0.18632, 2.47559], [-5.06734, -1.15068, 2.09833], [-3.99337, -0.55616, 0.81254], [-5.82197, 0.85747, 1.08467], [-0.56021, 3.41758, -2.24859], [-1.02285, 2.39620, -3.15662], [-0.89130, 3.31435, -1.21524], [0.52846, 3.37859, -2.21133], [-0.89716, 4.35035, -2.70082], [-1.86657, 2.03162, -2.87944], [-3.82019, -2.09400, -2.21481], [-3.20834, -3.33512, -2.52149], [-4.30067, -2.00543, -1.24044], [-3.13298, -1.25510, -2.32471], [-4.63392, -1.93575, -2.92255], [-3.95013, -3.92946, -2.65599], [5.03623, 0.44953, 2.46017], [6.41700, 0.84882, 2.43877], [4.89482, -0.62461, 2.34045], [4.48884, 0.61920, 3.38735], [4.53200, 0.79996, 1.55958], [6.52333, 1.65676, 2.94623], [1.16138, 2.95563, 1.78611], [2.46849, 3.33737, 2.20315], [0.36466, 3.02992, 2.52625], [0.88326, 3.63734, 0.98236], [1.14185, 1.93110, 1.41458], [3.13350, 2.99818, 1.59956]],
  "forces_ev_per_a": [[0.55, 1.71, -0.31], [-0.77, -1.13, 0.93], [-1.97, -1.26, -0.54], [0.54, -0.64, 0.53], [0.79, 0.28, 0.01], [-0.20, 0.43, -0.08], [0.25, -0.20, 0.14], [-0.80, -0.67, -1.55], [0.75, 0.21, 0.79], [-0.35, 0.21, 0.30], [0.42, -0.52, -0.11], [0.33, 0.28, -0.26], [0.05, -0.72, -1.50], [0.53, 0.30, 0.08], [0.45, -0.18, 0.46], [0.13, 0.45, 0.04], [-0.44, 0.17, -0.06], [0.86, -0.86, -1.23], [0.93, 1.52, 2.64], [0.12, -0.26, 1.35], [-0.17, -0.93, -0.32], [-1.42, 1.42, -0.27], [-0.72, 1.00, -0.05], [-0.09, -0.40, -0.45], [0.09, 0.06, -0.03], [0.13, -0.17, 0.37], [0.58, -0.60, 0.24], [0.01, 0.03, 0.00], [0.22, 0.44, 0.55], [-0.17, 0.41, 0.00], [-0.07, -0.72, 0.09], [-0.80, -0.17, 0.40], [0.23, 0.36, -0.10], [0.13, -0.28, -0.89], [1.06, -0.54, -0.05], [-1.42, 2.37, 0.19], [0.52, -0.08, 0.43], [0.34, -0.14, -0.20], [-0.20, 0.01, -0.10], [-0.38, -0.94, -0.35], [0.22, -0.07, 1.26], [0.10, 0.02, -0.24], [0.33, -0.17, -0.29], [-0.41, 0.16, -0.13], [-0.33, 0.21, -0.20], [0.07, 0.05, -0.30], [0.38, -0.31, 0.78], [-0.16, -0.20, -0.38], [-0.13, 0.27, -0.27], [-0.41, 0.28, -0.31], [0.25, 0.04, -0.12], [0.24, -0.19, 0.06], [-0.87, -0.04, -0.41], [0.93, -1.04, 0.01], [0.07, 0.31, 0.63], [-0.18, 0.74, 0.56], [0.30, -0.10, -0.35], [-0.25, 0.07, -0.68], [-0.44, 0.07, 0.16], [0.25, 0.33, 1.20], [0.02, -0.25, -0.46], [-0.08, -0.15, -0.33], [-0.08, 0.09, -0.54], [-0.06, 0.04, -0.18], [0.20, -1.46, -0.49], [-0.44, 0.52, 1.00], [-0.01, 0.04, -0.21], [0.08, 0.67, 0.06], [-0.29, 0.16, 0.24], [0.02, 0.07, -0.75], [0.08, -1.48, -0.05], [0.02, -0.14, -0.11], [-0.04, 0.20, -0.59], [-0.02, 0.14, 0.06], [-0.11, 0.70, 0.42], [-0.23, 0.50, 0.00], [0.59, 0.03, -0.03], [-0.06, 0.45, 0.11], [-0.42, -0.42, -0.05], [-0.62, 0.41, 0.00], [0.37, -0.31, 0.22], [0.16, 0.01, -0.20], [-0.90, -0.89, 0.72], [1.44, 0.22, -0.60], [0.12, -0.14, -0.64], [0.14, 0.11, -0.08], [-0.09, 0.66, 0.49], [-0.39, 0.09, 0.17], [1.56, -1.99, 0.55], [-1.26, 1.96, -0.40], [0.15, -0.28, 0.05], [-0.12, -0.17, -0.06], [-0.11, 0.01, -0.27], [-0.17, 0.20, 0.06], [-0.13, -0.27, -0.91], [1.15, -0.04, 0.28], [-0.44, -0.15, -0.14], [-0.01, 0.06, -0.32], [0.23, 0.35, 0.51], [-0.39, -0.27, 0.15], [-0.62, 0.84, -0.45], [0.17, 0.18, 0.46], [0.30, -0.53, 0.47], [0.32, -0.32, -0.09], [-0.03, 0.25, -0.21], [0.28, -0.45, -0.04], [-0.08, -0.55, -0.40], [-0.58, -0.49, 0.13], [0.91, -0.33, 0.09], [0.12, 0.69, -0.08], [-0.28, 0.73, 0.20], [-0.16, -0.04, 0.05], [0.60, 0.12, -0.95], [-0.71, 0.06, 1.33], [0.60, 0.21, 0.60], [-0.36, -0.09, -0.35], [0.02, -0.10, -0.10], [-0.33, -0.16, -0.43]],
  "mulliken_charge": [1.1664, 1.3596, -0.5883, -0.3992, 0.3117, 0.2481, 0.1940, 0.3246, -0.4985, -0.4817, 0.1400, -0.1971, -0.1717, -0.6693, 0.2442, -0.1642, 0.3604, 0.4676, -0.2229, -0.5556, -0.5907, -0.6875, 0.4798, -0.5748, -0.2378, -0.4017, 0.4317, 0.3041, -0.1305, -0.3057, -0.1691, 0.3552, 0.1201, 0.1779, -0.6976, -0.1053, 0.0573, 0.3037, 0.3063, 0.3898, -0.5014, -0.4400, -0.3160, 0.5346, 0.4261, 0.2389, -0.0975, -0.3985, 0.3194, 0.2920, -0.3234, 0.2374, -0.1823, -0.5825, -0.1319, 0.2514, 0.3368, 0.3325, 0.7594, -0.6264, -0.4440, 0.1264, -0.0693, 0.2824, -0.8485, -0.1464, 0.3107, 0.2845, 0.2676, 0.2229, -0.3971, 0.0252, 0.1064, 0.3903, -0.0575, -0.1102, -0.7053, -0.4200, 0.2684, 0.2526, 0.2741, 0.3063, -0.8442, -0.5432, 0.2886, 0.2494, 0.3617, 0.4728, 0.4892, -0.6057, -0.4482, 0.4618, -0.2690, 0.3165, 1.0090, -0.4222, -0.4376, -0.7308, 0.4132, 0.2046, -0.5478, -0.3868, 0.3384, -0.0190, 0.4758, 0.2175, 0.2541, -0.5911, 0.1734, 0.0472, -0.1863, 0.3237, -0.2469, -0.5737, 0.3488, 0.1924, 0.0124, 0.2605]
}